Run 1
C6H11N | ωB97M-V/def2-TZVPD

The SMILES is CCC(C#N)CC. As for the net charge: 0. The HOMO-LUMO gap is 12.3 eV. The calculation puts the HOMO energy at -11.384 eV.

Last column: natural (NBO) charge in e.
CARTESIAN COORDINATES (ANGSTROEM)
C 0.957 1.619 -1.783  -0.61
C -0.151 0.734 -1.220  -0.37
C 0.123 0.185 0.191  -0.33
C -1.066 -0.651 0.710  -0.37
C -0.770 -1.452 1.975  -0.61
C 1.356 -0.620 0.203  0.29
N 2.309 -1.276 0.226  -0.34
H 0.693 1.962 -2.789  0.22
H 1.905 1.075 -1.854  0.22
H 1.119 2.505 -1.158  0.20
H -1.095 1.291 -1.176  0.21
H -0.318 -0.119 -1.890  0.21
H 0.299 1.027 0.877  0.24
H -1.900 0.042 0.880  0.21
H -1.381 -1.336 -0.088  0.21
H -0.430 -0.808 2.793  0.21
H -1.665 -1.981 2.318  0.22
H 0.014 -2.193 1.785  0.22



Run 2
C6H11N | ωB97M-V/def2-TZVPD

The SMILES is C=C/C(=C\N)CC. As for the net charge: 0. The HOMO-LUMO gap is 7.8 eV. The calculation puts the HOMO energy at -7.330 eV.

Last column: natural (NBO) charge in e.
CARTESIAN COORDINATES (ANGSTROEM)
C -0.841 1.781 1.625  -0.60
C -0.732 1.354 0.178  -0.39
N 1.282 -0.830 -2.053  -0.78
C 1.026 0.259 -1.194  0.04
C 0.029 0.138 -0.247  -0.15
C -0.322 -1.287 0.132  -0.24
C 0.455 -2.386 0.529  -0.41
H -1.314 1.035 2.195  0.20
H 0.157 1.837 2.032  0.20
H -1.421 2.659 1.646  0.21
H -1.720 1.320 -0.175  0.20
H -0.237 2.175 -0.374  0.20
H 1.409 -0.629 -2.934  0.36
H 0.593 -1.419 -1.916  0.36
H 1.601 1.136 -1.356  0.19
H -1.386 -1.595 0.275  0.20
H 0.145 -2.682 1.591  0.21
H 1.277 -2.866 0.045  0.20



It turns out run 1 is the most stable, with the second structure 400.3 kJ/mol higher.



Run 1
C6H11N | ωB97M-V/def2-TZVPD

The SMILES is C/C=C/C/C=C/N. As for the net charge: 0. The HOMO-LUMO gap is 7.1 eV. The calculation puts the HOMO energy at -6.756 eV.

Last column: natural (NBO) charge in e.
CARTESIAN COORDINATES (ANGSTROEM)
C 1.254 0.178 0.301  -0.42
C 2.164 1.081 -0.264  0.09
N 3.508 0.740 -0.326  -0.81
C 0.140 -0.424 -0.506  -0.46
C -1.284 -0.045 -0.128  -0.16
C -2.189 -0.945 0.252  -0.22
C -3.558 -0.520 0.696  -0.64
H 1.315 -0.013 1.371  0.22
H 2.014 2.155 -0.377  0.20
H 3.887 0.956 -1.236  0.39
H 3.680 -0.220 -0.068  0.38
H 0.345 -0.068 -1.528  0.20
H 0.164 -1.509 -0.647  0.21
H -1.454 1.020 -0.253  0.19
H -1.953 -1.952 -0.081  0.20
H -4.284 -0.578 -0.116  0.21
H -3.609 0.436 1.211  0.22
H -3.907 -1.199 1.485  0.21



Run 2
C6H11N | ωB97M-V/def2-TZVPD

The SMILES is C/C=C(N)/C=C/C. As for the net charge: 0. The HOMO-LUMO gap is 9.0 eV. The calculation puts the HOMO energy at -7.981 eV.

Last column: natural (NBO) charge in e.
CARTESIAN COORDINATES (ANGSTROEM)
C 1.654 -0.385 2.595  -0.65
N 1.193 -1.205 -0.521  -0.88
C 0.476 -0.243 0.246  0.13
C 0.782 0.136 1.508  -0.20
C -2.313 0.830 -2.277  -0.65
C -1.058 0.217 -1.617  -0.14
C -0.438 0.662 -0.517  -0.26
H 1.106 -0.503 3.533  0.22
H 2.210 -1.312 2.440  0.21
H 2.441 0.344 2.828  0.22
H 1.347 -2.140 -0.198  0.38
H 2.025 -0.709 -0.796  0.38
H 0.058 0.864 1.879  0.18
H -2.426 0.299 -3.220  0.21
H -3.098 0.644 -1.549  0.22
H -2.143 1.877 -2.505  0.22
H -0.927 -0.815 -1.922  0.20
H -0.889 1.437 0.091  0.20



Run 3
C6H11N | ωB97M-V/def2-TZVPD

The SMILES is C=C/C(=C\N)CC. As for the net charge: 0. The HOMO-LUMO gap is 9.0 eV. The calculation puts the HOMO energy at -7.928 eV.

Last column: natural (NBO) charge in e.
CARTESIAN COORDINATES (ANGSTROEM)
C -1.283 -0.836 1.694  -0.61
C -0.340 -1.243 0.530  -0.41
N -0.131 0.905 -2.595  -0.82
C -0.250 -0.181 -1.689  0.03
C 0.033 -0.156 -0.384  -0.14
C 0.643 1.171 0.071  -0.24
C 1.634 1.107 1.011  -0.37
H -0.848 0.055 2.053  0.21
H -2.253 -0.663 1.253  0.21
H -1.321 -1.639 2.445  0.21
H 0.651 -1.775 0.786  0.20
H -0.759 -2.102 -0.064  0.21
H 0.254 0.654 -3.497  0.37
H 0.341 1.702 -2.234  0.37
H -0.701 -1.036 -2.145  0.18
H -0.031 2.090 0.027  0.21
H 2.147 1.772 1.618  0.20
H 2.214 0.173 1.120  0.18



Run 4
C6H11N | ωB97M-V/def2-TZVPD

The SMILES is C1CC[C@@H]2N[C@H]2C1. As for the net charge: 0. The HOMO-LUMO gap is 9.9 eV. The calculation puts the HOMO energy at -8.805 eV.

Last column: natural (NBO) charge in e.
CARTESIAN COORDINATES (ANGSTROEM)
C -1.535 -0.491 -0.181  -0.39
C -1.006 0.983 0.057  -0.45
C 0.453 1.468 -0.021  -0.42
C 1.320 0.223 0.575  -0.07
C 0.875 -0.801 -0.365  -0.11
C -0.253 -1.612 0.222  -0.42
H -2.128 -0.694 -1.146  0.23
H -2.184 -0.715 0.863  0.21
H -1.469 1.134 0.957  0.21
H -1.810 1.564 -0.607  0.21
H 0.827 2.434 0.396  0.22
H 0.817 1.544 -1.084  0.19
H 1.094 0.205 1.734  0.19
H 2.796 0.061 -0.955  0.37
H 0.475 -0.260 -1.262  0.18
H -0.218 -2.617 -0.328  0.20
H -0.383 -2.002 1.220  0.22
N 2.332 -0.423 -0.076  -0.58



It turns out run 2 is the most stable, with the second structure 15.6 kJ/mol higher.